w:
Molecular formula: C4H2O
Method: DFT, ωB97M-V with the def2-TZVPD basis set

Positions of all 7 atoms, in Å:
C -0.969 -0.545 -0.068
H -1.579 -1.430 -0.483
C 0.401 -0.132 0.289
C -0.922 0.737 0.226
O 2.738 -0.196 -0.349
H -1.237 1.676 0.563
C 1.568 -0.110 -0.178

The structure (SMILES) is O=C=C1C=C1. The HOMO-LUMO gap comes out at 8.72 eV. The calculation puts the lowest unoccupied orbital energy at 0.74 eV.

---

x:
Molecular formula: C4H2O
Method: DFT, ωB97M-V with the def2-TZVPD basis set

Positions of all 7 atoms, in Å:
C 1.599 -1.018 -0.292
C -0.948 -0.240 0.034
H 0.153 1.660 0.163
H -1.934 0.134 0.228
O 1.459 0.070 0.292
C 0.173 0.588 0.338
C -0.502 -1.194 -0.762

The HOMO-LUMO gap (spin up / spin down) comes out at 7.25 / 7.33 eV. The calculation puts the lowest unoccupied orbital energy (spin up / spin down) at -1.20 / -1.12 eV.

---

Which one is most stable, and which one is least stable? w is the most stable of them, while x is the least stable.

---

w:
Molecular formula: C2S3
Method: DFT, ωB97M-V with the def2-TZVPD basis set

Positions of all 5 atoms, in Å:
S 1.996 -0.015 -0.031
S -0.684 1.415 0.263
S -0.714 -1.404 0.263
C -0.988 0.007 -0.741
C 0.390 -0.004 0.246

The HOMO-LUMO gap (spin up / spin down) comes out at 6.48 / 6.48 eV. The calculation puts the lowest unoccupied orbital energy (spin up / spin down) at -2.38 / -2.39 eV.

---

x:
Molecular formula: C2S3
Method: DFT, ωB97M-V with the def2-TZVPD basis set

Positions of all 5 atoms, in Å:
S 2.139 2.058 0.245
C 1.666 0.557 0.416
C -2.586 -0.499 0.445
S 1.300 -0.955 0.247
S -1.972 -1.758 -0.004

The HOMO-LUMO gap comes out at 9.32 eV. The calculation puts the lowest unoccupied orbital energy at -0.45 eV.

---

Which one is most stable, and which one is least stable? x is the most stable of them, while w is the least stable.

---

w:
Molecular formula: C2H6S2
Method: DFT, ωB97M-V with the def2-TZVPD basis set

Positions of all 10 atoms, in Å:
H 1.408 -2.491 0.202
C 0.484 -1.933 0.204
H 0.299 -1.605 -0.760
H -1.458 2.541 -0.024
S 0.686 -0.529 1.428
H -0.306 -2.682 0.453
C -0.660 1.889 -0.352
S 0.649 1.393 0.846
H 0.099 2.339 -1.118
H -1.199 1.077 -0.878

The structure (SMILES) is CSSC. The HOMO-LUMO gap comes out at 8.73 eV. The calculation puts the lowest unoccupied orbital energy at 0.78 eV.

---

x:
Molecular formula: C2H6S2
Method: DFT, ωB97M-V with the def2-TZVPD basis set

Positions of all 10 atoms, in Å:
H 0.901 1.303 0.474
H -1.573 0.419 0.669
H -1.038 0.249 -1.071
H 2.481 0.541 0.515
H -2.607 -0.419 -0.426
H 1.645 0.506 -1.021
S -0.735 -1.777 0.117
S 0.995 -1.073 0.900
C 1.483 0.466 0.068
C -1.552 -0.217 -0.225

The structure (SMILES) is CSSC. The HOMO-LUMO gap comes out at 8.84 eV. The calculation puts the lowest unoccupied orbital energy at 0.85 eV.

---

Which one is most stable, and which one is least stable? x is the most stable of them, while w is the least stable.